No. 1
Entry from the OMol25 dataset: a structure of composition C33H34CoF12N2O3Si2 (the ωB97M-V functional and the def2-TZVPD basis).

```
87
Properties=species:S:1:pos:R:3:lowdin_spin:R:1
Co 0.20642 -0.16537 -0.03686 2.72
C -6.39733 0.75987 -0.58468 0.00
C -5.00099 0.72056 -0.02074 0.00
C -4.67915 -0.07114 1.07262 0.00
C -3.38987 -0.08435 1.57080 0.00
C -2.36447 0.68771 1.00042 0.00
N -1.05295 0.62053 1.45581 0.03
C -0.77411 0.72324 2.78125 0.00
C -1.73753 1.22056 3.70006 0.00
C -1.54477 1.24155 5.06157 0.00
C -0.35714 0.78695 5.62264 0.00
C -0.13119 0.76130 7.11002 0.00
C 0.63721 0.40942 4.73374 0.00
C 0.50521 0.40258 3.34453 0.00
C 1.79717 0.13657 2.51991 0.01
O 1.72971 0.07338 1.17836 0.06
C 2.47122 -1.19872 3.01887 0.00
F 3.12464 -1.11394 4.21158 0.00
F 1.55874 -2.18039 3.16975 0.00
F 3.38012 -1.65950 2.15726 0.00
C 2.80752 1.30154 2.79620 0.00
F 4.01325 1.03173 2.25222 0.00
F 3.06507 1.59337 4.09666 0.00
F 2.36848 2.43476 2.24976 0.00
C -2.67250 1.45668 -0.14816 0.00
C -3.98485 1.46796 -0.60573 0.00
C -1.50813 2.18515 -0.86691 0.01
O -0.49994 1.36287 -1.20377 0.05
C -1.03202 3.40308 0.02507 0.00
F -2.03824 3.90223 0.78809 0.00
F -0.03711 3.09894 0.84202 0.00
F -0.58923 4.45926 -0.70217 0.00
C -2.01928 2.78899 -2.21320 0.00
F -2.60221 1.84651 -2.97553 0.00
F -1.04299 3.30648 -2.96511 0.00
F -2.94663 3.77872 -2.06436 0.00
H -7.09703 0.23764 0.07151 0.00
H -6.45265 0.28719 -1.56975 0.00
H -6.75712 1.78571 -0.70092 0.00
H -5.44255 -0.68543 1.54212 0.00
H -3.15087 -0.69272 2.43352 0.00
H -2.67038 1.59563 3.30307 0.00
H -2.33637 1.62588 5.70053 0.00
H -1.03307 1.07268 7.64274 0.00
H 0.67784 1.43125 7.41813 0.00
H 0.12923 -0.23903 7.46941 0.00
H 1.58914 0.12055 5.15517 0.00
H -4.25525 2.07682 -1.45629 0.00
C 4.16332 -1.36815 -0.66824 0.00
Si 2.63263 -2.20075 -1.39335 0.01
C 3.27443 -3.34609 -2.79197 0.00
C 1.95459 -3.47101 -0.16065 0.00
C 1.39440 -0.96926 -1.93285 0.03
C 0.14242 -1.54355 -2.43876 0.00
C -0.06273 -2.14804 -3.69448 0.00
C -1.30965 -2.62495 -4.04142 0.00
C -2.36968 -2.51266 -3.14383 0.00
C -2.10806 -1.91114 -1.92539 0.00
N -0.90707 -1.45012 -1.59679 0.03
Si 2.03807 0.46124 -2.91072 0.01
C 0.80180 0.99766 -4.24186 0.00
C 3.58832 0.10964 -3.98949 0.00
C 2.58047 1.90387 -1.81818 0.00
H 4.74409 -2.07755 -0.07183 0.00
H 3.87393 -0.53780 -0.02205 0.00
H 4.81140 -0.99351 -1.46517 0.00
H 3.97942 -4.08114 -2.38753 0.00
H 3.78259 -2.78538 -3.58078 0.00
H 2.44662 -3.89928 -3.24673 0.00
H 2.75856 -4.12822 0.18430 0.00
H 1.20107 -4.09185 -0.65814 0.00
H 1.50051 -3.01645 0.71777 0.00
H 0.77235 -2.22202 -4.38029 0.00
H -1.46196 -3.07864 -5.01560 0.00
H -3.36421 -2.86329 -3.38612 0.00
H -2.88865 -1.76300 -1.18271 0.00
H 0.88521 0.32994 -5.10552 0.00
H 1.02769 2.01306 -4.58002 0.00
H -0.22392 0.97878 -3.87920 0.00
H 3.38709 -0.67038 -4.73065 0.00
H 4.46849 -0.18941 -3.41566 0.00
H 3.84535 1.02672 -4.53254 0.00
H 1.96274 1.98331 -0.92344 0.00
H 2.51515 2.85181 -2.36161 0.00
H 3.62010 1.76445 -1.50499 0.00
O -1.29128 -2.66083 1.71178 0.00
C -0.62864 -1.92129 1.18347 0.02
```

<S²>: 3.7599
Spin multiplicity: 4
F_max: 0.01157 hartree/bohr
Charge: -2
Frontier orbital gap (alpha / beta): 5.9 / 5.9 eV


No. 2
Entry from the OMol25 dataset: a structure of composition C33H34F2N4O at a distorted geometry (the ωB97M-V functional and the def2-TZVPD basis).

```
74
Properties=species:S:1:pos:R:3:lowdin_charge:R:1
N 5.66939 0.87483 -0.72011 0.05
C 6.38928 -0.08236 -1.32384 -0.15
C 5.87736 -1.37294 -1.47688 -0.06
C 4.50580 -1.54522 -1.29354 -0.03
C 3.66156 -0.49935 -0.85958 -0.06
C 4.30440 0.71244 -0.50456 -0.05
H 7.41781 0.17730 -1.52660 0.10
H 6.53842 -2.18476 -1.74212 0.10
H 4.18917 -2.57473 -1.37259 0.10
H 2.60959 -0.64320 -0.66192 -0.02
H 3.84667 1.64359 -0.20483 0.09
N 1.34572 -1.33054 -2.28422 0.04
C 1.79359 -2.28411 -3.11997 -0.11
C 1.88052 -3.62356 -2.83230 -0.06
C 1.58458 -3.98375 -1.50707 -0.02
C 1.20474 -2.99074 -0.54001 0.01
C 0.99061 -1.72027 -1.03321 -0.13
H 2.07014 -1.94916 -4.10878 0.12
H 2.26149 -4.26552 -3.61278 0.10
H 1.71713 -4.99216 -1.14386 0.10
H 1.00976 -3.25973 0.48763 0.12
H 0.68138 -0.89850 -0.40434 0.02
N -4.13031 0.25996 4.08428 0.07
C -3.80816 1.52633 3.98239 -0.13
C -2.46139 1.90329 3.78890 -0.06
C -1.52553 0.99839 3.43310 -0.11
C -1.90716 -0.27467 3.21547 -0.10
C -3.21343 -0.64870 3.68130 -0.10
H -4.52877 2.25812 4.31646 0.10
H -2.12077 2.91940 3.92272 0.10
H -0.52903 1.38361 3.27502 0.14
H -1.27686 -1.05974 2.82460 0.09
H -3.61978 -1.60262 3.37911 0.05
N -2.44221 -1.93962 -0.09159 0.11
C -3.65047 -2.57203 -0.44507 -0.08
C -4.48145 -3.17337 0.52673 -0.06
C -4.04076 -3.12124 1.86538 -0.05
C -2.84993 -2.45756 2.14456 -0.13
C -2.04352 -1.90407 1.13816 -0.20
H -3.90920 -2.59788 -1.49330 0.09
H -5.40245 -3.68958 0.29937 0.10
H -4.75762 -3.47353 2.59230 0.12
H -2.56146 -2.46546 3.18529 0.10
H -1.16448 -1.29796 1.30039 0.03
C -2.42018 3.85895 0.61906 -0.19
O -1.94336 4.34916 1.85901 -0.11
H -3.20486 3.10333 0.58146 0.11
H -2.72376 4.75880 0.08407 0.09
H -1.45536 3.64321 0.16006 0.04
H -2.65802 4.39613 2.49827 0.07
F 0.49970 -1.72343 1.18140 -0.02
C 0.45212 -0.39095 0.89055 -0.24
C 1.57405 0.17528 0.27916 -0.09
C 1.52966 1.47338 -0.06825 -0.07
C 0.38835 2.25485 0.27114 -0.02
C -0.71877 1.70675 0.92542 -0.10
C -0.68430 0.40402 1.15980 -0.11
H 2.36471 -0.51267 0.01842 0.02
H 2.29748 2.01449 -0.60123 0.12
H 0.38053 3.31506 0.06554 0.13
H -1.62597 2.24259 1.16262 0.08
H -1.58266 -0.08251 1.50999 0.07
F -2.07151 2.42553 -1.53293 0.04
C -0.81395 2.20412 -2.03676 -0.24
C -0.07445 1.08187 -1.63391 -0.06
C 1.14372 0.87263 -2.17387 -0.16
C 1.62804 1.63945 -3.23467 -0.05
C 0.91642 2.73173 -3.68231 -0.07
C -0.33817 2.97822 -3.07854 -0.01
H -0.46276 0.46132 -0.83984 0.11
H 1.70379 -0.01296 -1.91224 0.02
H 2.57573 1.37498 -3.68003 0.11
H 1.20979 3.31259 -4.54424 0.10
H -1.01028 3.76512 -3.38750 0.11
```

F_max: 0.18986 hartree/bohr
Energy above the lowest of the compared OMol25 structures with the same formula, charge and spin: 451.33 kcal per mole
Charge: 0
Frontier orbital gap: 7.8 eV


No. 3
Entry from the OMol25 dataset: a structure of composition C33H35F5FeN4P2S at a distorted geometry (the ωB97M-V functional and the def2-TZVPD basis).

```
81
Properties=species:S:1:pos:R:3:lowdin_spin:R:1
Fe 1.95742 1.48839 -0.21861 3.39
C -2.90436 -5.67040 0.61093 0.00
C -3.02946 -4.77885 -0.38254 0.00
C -4.20238 -3.89615 -0.67213 0.00
C -5.12330 -3.55802 0.52025 0.00
C -4.43528 -2.93417 1.70556 0.00
C -3.84750 -3.56818 2.72213 0.00
C -3.77451 -5.05617 2.95770 0.00
C -3.89071 -5.95775 1.71300 0.00
C 2.52681 2.89448 1.07763 0.19
H -2.03424 -6.34064 0.62802 0.00
H -2.25039 -4.73569 -1.14927 0.00
H -4.83769 -4.35522 -1.45033 0.00
H -3.82011 -2.96108 -1.11054 0.00
H -5.87133 -2.83248 0.15593 0.00
H -5.67979 -4.45579 0.81062 0.00
H -4.51830 -1.83927 1.72971 0.00
H -3.44633 -2.98460 3.55997 0.00
H -4.56886 -5.36754 3.66033 0.00
H -2.82337 -5.26626 3.47227 0.00
H -3.70591 -6.99329 2.05069 0.00
H -4.92243 -5.93552 1.34377 0.00
H 3.57174 2.59276 1.29260 0.02
H 1.98545 3.06803 2.02183 0.01
H 2.52635 3.81952 0.46654 0.02
P -0.05889 1.78153 0.65913 0.05
P 0.84898 0.12787 -1.50607 0.03
N -0.26030 1.45771 2.37335 0.01
N -0.80906 3.40292 0.50827 0.00
N 1.00775 -1.57215 -1.02480 0.00
N 1.23856 -0.06349 -3.20121 0.02
C -1.36435 0.72584 -0.04174 0.01
C -0.96725 0.34008 -1.47245 0.00
C 0.73450 0.94068 3.20234 0.00
C 0.18396 0.72295 4.46008 0.00
C -1.19106 1.11558 4.40447 0.00
C -1.43990 1.56290 3.11078 0.00
C -0.26223 4.56619 1.05255 0.00
C -1.04442 5.65336 0.66763 0.00
C -2.11231 5.14647 -0.13755 0.00
C -1.93388 3.76940 -0.22963 0.00
C 2.07331 -2.08161 -0.28522 0.00
C 1.76607 -3.39035 0.07721 0.00
C 0.47018 -3.69056 -0.44785 0.00
C 0.03888 -2.56142 -1.13425 0.00
C 0.83291 -1.09674 -4.05017 0.00
C 1.22612 -0.77525 -5.35108 0.00
C 1.89407 0.49404 -5.29362 0.00
C 1.88872 0.90351 -3.96688 0.00
H -2.34108 1.21930 -0.00134 0.00
H -1.41589 -0.15213 0.62182 0.00
H -1.51270 -0.54656 -1.81652 0.00
H -1.17244 1.15271 -2.18927 0.00
H 1.73394 0.77945 2.82014 0.00
H 0.70390 0.30945 5.31276 0.00
H -1.90915 1.05879 5.21078 0.00
H -2.35178 1.92635 2.65487 0.00
H 0.65533 4.53292 1.61684 0.00
H -0.84922 6.68610 0.91845 0.00
H -2.89331 5.72324 -0.61132 0.00
H -2.50247 3.03421 -0.77956 0.00
H 2.95035 -1.47601 -0.10156 0.00
H 2.39245 -4.05850 0.64740 0.00
H -0.09476 -4.60424 -0.33897 0.00
H -0.88104 -2.39321 -1.68113 0.00
H 0.31242 -1.96296 -3.67277 0.00
H 1.03948 -1.36896 -6.23186 0.00
H 2.30489 1.04146 -6.12533 0.00
H 2.31669 1.76918 -3.48199 0.00
F 7.08082 6.15238 -0.81559 0.00
C 6.39032 5.00299 -0.92953 0.01
C 6.82023 3.85590 -0.26289 0.00
F 7.92598 3.90343 0.50718 0.00
C 6.10242 2.67577 -0.38803 0.01
F 6.56034 1.56715 0.23148 0.00
C 4.90720 2.61538 -1.13544 0.03
S 3.96880 1.15612 -1.16750 0.15
C 4.53496 3.77198 -1.85546 0.01
F 3.45170 3.76238 -2.67305 0.00
C 5.26042 4.95568 -1.74622 0.00
F 4.86931 6.05470 -2.42570 0.00
```

<S²>: 6.0508
Spin multiplicity: 5
F_max: 0.09461 hartree/bohr
Charge: 0
Frontier orbital gap (alpha / beta): 5.7 / 7.3 eV